# 1
C40H37AsCdFN3O3S2 | ωB97M-V with the def2-TZVPD basis set

```
88
Properties=species:S:1:pos:R:3:forces:R:3
Cd -0.7840 1.3213 0.0868 0.02 -0.23 0.37
C 3.9699 -3.8077 2.0925 -0.02 -0.01 0.05
C 4.1315 -3.4947 0.6128 -0.01 -0.02 -0.03
N 3.0465 -2.6721 0.0894 0.04 -0.04 -0.11
C 3.1525 -1.3156 0.1849 0.00 0.10 0.09
C 2.2139 -0.4255 -0.2082 0.06 -0.04 -0.13
C 2.3904 1.0326 0.1990 -0.06 -0.29 0.14
O 3.5282 1.4654 0.3207 0.01 0.01 -0.01
O 1.3025 1.6234 0.4948 0.13 0.47 -0.17
C 1.0696 -0.9133 -0.9289 -0.19 -0.13 0.11
O 0.2254 -0.2185 -1.4951 0.12 0.19 -0.30
C 0.8870 -2.3759 -0.8948 -0.03 0.06 -0.01
C -0.3490 -2.8755 -1.3006 0.08 -0.09 0.05
C -0.5957 -4.2138 -1.1822 0.01 0.05 -0.04
F -1.7776 -4.7222 -1.6053 0.00 0.00 -0.01
C 0.3355 -5.0797 -0.6091 -0.06 0.00 -0.02
C 1.5667 -4.5887 -0.2140 -0.03 0.06 0.01
C 1.8630 -3.2257 -0.3592 -0.06 0.00 0.03
N 0.0320 -6.4529 -0.3631 0.13 0.01 0.06
C 0.6925 -7.4688 -1.1563 -0.02 -0.01 -0.08
C 0.9877 -8.6693 -0.2281 -0.06 -0.04 0.12
N 0.1800 -8.4612 1.0223 0.01 0.07 0.01
C -1.2598 -8.2079 0.6826 0.07 -0.06 0.03
C -1.3263 -6.8348 -0.0253 -0.10 -0.03 -0.01
H 4.8165 -4.3896 2.4582 0.01 -0.01 -0.02
H 3.0538 -4.3681 2.2844 -0.01 0.01 0.00
H 3.9150 -2.8865 2.6724 0.02 0.01 -0.01
H 4.1924 -4.4036 0.0119 0.01 0.00 0.02
H 5.0591 -2.9516 0.4358 -0.01 0.02 0.03
H 4.0609 -0.9405 0.6424 0.01 0.00 -0.01
H -1.0951 -2.1869 -1.6728 -0.01 0.00 -0.02
H 2.2567 -5.2616 0.2770 0.01 -0.01 0.00
H 1.6220 -7.0729 -1.5566 -0.01 0.00 0.00
H 0.0730 -7.7930 -2.0025 0.01 0.01 0.00
H 2.0310 -8.7288 0.0762 0.01 0.02 -0.04
H 0.6792 -9.6224 -0.6525 0.04 0.00 -0.01
H 0.5291 -7.5927 1.4426 0.01 -0.01 0.01
H 0.2952 -9.2284 1.6811 -0.02 -0.03 -0.04
H -1.8374 -8.2388 1.6032 -0.02 0.02 -0.01
H -1.5713 -9.0286 0.0392 -0.03 0.01 0.01
H -1.7516 -6.0814 0.6355 0.01 0.00 -0.01
H -1.9815 -6.9261 -0.8960 0.01 0.02 0.02
S -2.9626 2.2617 -0.1464 -0.19 -0.15 -0.03
C -3.8816 0.7620 0.1456 0.04 0.12 0.00
C -5.2310 0.8257 -0.2187 -0.05 -0.03 0.01
C -6.0996 -0.2365 -0.0449 0.02 0.02 0.00
C -5.6194 -1.4171 0.5059 -0.03 0.00 -0.01
C -4.2873 -1.5015 0.8666 -0.04 -0.06 0.02
C -3.3887 -0.4398 0.7065 0.05 0.08 -0.01
S -1.7230 -0.7223 1.2382 -0.04 0.00 -0.03
H -5.5951 1.7489 -0.6528 0.01 0.01 0.00
H -7.1370 -0.1389 -0.3398 -0.01 -0.01 0.00
H -6.2774 -2.2652 0.6542 0.00 -0.01 0.00
H -3.9075 -2.4195 1.3004 0.01 0.00 0.01
C 1.7786 9.5789 -0.6636 0.00 -0.01 0.00
C 1.8696 8.9053 0.5450 0.00 0.03 0.01
C 1.7263 7.5244 0.5908 -0.05 0.04 0.04
C 1.4869 6.7987 -0.5711 -0.03 0.00 0.03
C 1.4039 7.4824 -1.7821 0.06 0.05 -0.02
C 1.5451 8.8614 -1.8293 -0.01 0.00 -0.01
As 1.4438 4.8390 -0.5700 0.08 -0.10 -0.10
C 0.7038 4.5504 1.2098 0.13 0.02 0.06
C -0.6485 4.5676 1.5233 -0.02 -0.03 -0.01
C -1.0699 4.2964 2.8201 -0.02 -0.01 0.00
C -0.1401 4.0331 3.8130 0.00 0.00 0.03
C 1.2145 4.0142 3.5057 0.02 0.00 -0.03
C 1.6328 4.2520 2.2059 -0.07 0.01 0.04
C -0.1506 4.6092 -1.6754 -0.06 0.03 -0.02
C -1.2014 5.5248 -1.7250 0.02 -0.01 0.01
C -2.2869 5.3074 -2.5590 -0.01 0.01 0.00
C -2.3383 4.1737 -3.3588 0.00 -0.02 -0.01
C -1.3025 3.2559 -3.3178 0.00 0.00 0.05
C -0.2154 3.4755 -2.4802 0.04 -0.10 -0.06
H 1.8859 10.6556 -0.6984 0.00 0.00 0.00
H 2.0478 9.4560 1.4605 0.00 0.00 0.00
H 1.7854 7.0174 1.5469 0.00 -0.03 -0.02
H 1.2176 6.9369 -2.7006 0.00 -0.01 0.01
H 1.4714 9.3760 -2.7795 0.00 0.01 0.00
H -1.3909 4.7545 0.7580 0.00 0.02 0.00
H -2.1294 4.2726 3.0408 0.00 0.00 0.00
H -0.4705 3.8202 4.8221 0.00 0.00 0.00
H 1.9442 3.7828 4.2718 0.00 0.00 0.01
H 2.6827 4.1620 1.9513 0.00 0.01 -0.01
H -1.1663 6.4182 -1.1126 -0.01 0.00 0.00
H -3.1011 6.0212 -2.5766 0.00 0.00 -0.01
H -3.1935 3.9984 -3.9987 0.00 0.01 0.00
H -1.3429 2.3567 -3.9190 0.00 0.00 -0.01
H 0.5887 2.7457 -2.4568 0.03 0.04 0.02
```
Forces are in eV/Å.

As for the total charge: 0. The HOMO-LUMO gap comes out at 3.95 eV. The value obtained for the lowest unoccupied orbital energy is -0.0637 Eh. The calculation puts the largest force on an atom at 0.01006 hartree/bohr. Its spin multiplicity is 1. Its HOMO energy is -5.68 eV.

=====

# 2
C40H37AuBO4S3Sb | ωB97M-V with the def2-TZVPD basis set

```
87
Properties=species:S:1:pos:R:3:forces:R:3
Au -1.2389 1.1336 -0.4397 1.46 -0.28 0.10
O -0.9862 1.0153 1.8538 -1.02 0.22 -1.40
S -0.0663 0.6314 2.9892 0.12 -0.81 0.86
C 0.0579 -1.1994 3.1366 -0.10 0.24 -0.08
C -1.2350 -1.9852 3.0078 -0.07 0.17 -0.12
C -1.6115 -2.1788 1.5418 -0.11 -0.07 -0.09
C -0.6544 -3.1249 0.8086 0.07 0.13 -0.32
S 0.3887 -2.2621 -0.4674 0.03 -0.72 0.55
O 0.6706 -0.8878 0.0863 -0.27 0.54 0.12
C 1.9147 -3.1794 -0.1552 -0.41 -0.09 0.11
C 2.1556 -4.3546 -0.8494 -0.26 -0.16 0.19
C 3.2944 -5.0909 -0.5527 -0.06 -0.06 0.00
C 4.1776 -4.6454 0.4211 0.06 0.02 -0.01
C 3.9370 -3.4536 1.0935 -0.03 0.02 -0.06
C 2.8038 -2.7101 0.7987 -0.07 0.07 0.03
C -1.0845 0.9286 4.4427 0.05 0.05 -0.21
C -0.5850 0.6150 5.6996 0.06 -0.06 -0.01
C -1.3881 0.8236 6.8090 0.04 0.02 0.00
C -2.6560 1.3711 6.6592 -0.04 0.03 -0.03
C -3.1268 1.7133 5.3999 0.03 0.00 0.07
C -2.3357 1.4982 4.2805 0.01 -0.08 -0.15
H 0.5223 -1.3422 4.1133 0.08 0.13 0.00
H 0.7660 -1.4838 2.3590 0.08 0.07 0.12
H -2.0450 -1.4765 3.5358 0.01 -0.02 0.04
H -1.1057 -2.9598 3.4842 0.01 0.04 0.07
H -1.5956 -1.1973 1.0741 -0.10 -0.02 -0.12
H -2.6314 -2.5589 1.4681 0.04 -0.02 -0.03
H -1.1891 -3.8782 0.2291 0.03 -0.06 0.07
H 0.0252 -3.6260 1.4959 0.02 -0.03 -0.03
H 1.4632 -4.6886 -1.6130 0.01 -0.04 -0.02
H 3.4860 -6.0148 -1.0810 0.02 0.00 -0.01
H 5.0626 -5.2236 0.6499 -0.01 -0.01 0.01
H 4.6242 -3.1026 1.8519 0.04 -0.01 -0.04
H 2.6104 -1.7664 1.2934 0.03 0.00 -0.01
H 0.4147 0.2149 5.8206 -0.01 -0.03 0.02
H -1.0226 0.5606 7.7920 0.02 0.03 0.01
H -3.2719 1.5447 7.5309 -0.01 -0.03 0.00
H -4.1111 2.1459 5.2851 0.00 0.02 0.01
H -2.6784 1.7557 3.2874 -0.06 -0.01 0.04
S -0.7048 1.0129 -2.8613 -1.46 -0.09 1.71
Sb 1.4772 1.8630 -2.6597 0.38 0.12 0.02
C 1.6696 2.2819 -0.5785 -0.19 -0.11 -0.62
C 0.7638 3.1601 0.0132 -0.08 -0.01 -0.04
C 0.8696 3.4340 1.3708 0.06 0.09 0.13
C 1.8704 2.8341 2.1208 0.07 0.25 -0.14
C 2.7727 1.9654 1.5200 0.10 0.03 -0.19
C 2.6776 1.6825 0.1646 0.12 -0.04 0.13
C 2.7341 0.2177 -3.1761 -0.31 0.61 0.06
C 2.6781 -0.8870 -2.3339 -0.03 0.02 -0.01
C 3.4151 -2.0141 -2.6614 0.19 0.03 -0.12
C 4.1849 -2.0319 -3.8176 -0.03 0.08 -0.01
C 4.2273 -0.9227 -4.6503 0.02 -0.02 -0.05
C 3.4971 0.2142 -4.3352 0.04 0.09 -0.04
C 1.3365 3.6206 -3.8778 0.22 -0.65 0.37
C 0.3277 4.5138 -3.5412 -0.05 0.00 0.05
C 0.1179 5.6246 -4.3422 -0.03 0.00 0.02
C 0.9000 5.8246 -5.4722 -0.01 -0.03 0.02
C 1.9031 4.9239 -5.7969 0.03 0.00 -0.04
C 2.1315 3.8123 -4.9977 0.11 -0.01 -0.02
H -0.0009 3.6579 -0.5745 0.04 0.09 0.02
H 0.1797 4.1269 1.8340 -0.01 -0.01 0.01
H 1.9607 3.0598 3.1750 0.00 0.01 0.00
H 3.5649 1.5169 2.1044 0.00 -0.02 0.01
H 3.3913 1.0150 -0.3027 -0.02 -0.02 0.02
H 2.0556 -0.8764 -1.4449 0.30 0.22 -0.17
H 3.3786 -2.8806 -2.0133 0.19 0.24 -0.24
H 4.7485 -2.9182 -4.0754 0.03 0.00 0.00
H 4.8225 -0.9407 -5.5529 0.01 0.00 0.00
H 3.5269 1.0713 -4.9938 0.03 -0.04 -0.02
H -0.3049 4.3481 -2.6783 -0.05 0.01 -0.04
H -0.6674 6.3233 -4.0883 0.01 0.02 -0.01
H 0.7189 6.6816 -6.1061 0.02 0.01 0.01
H 2.5079 5.0780 -6.6800 0.01 0.01 0.01
H 2.9212 3.1212 -5.2579 -0.01 0.03 -0.02
O -3.2576 -0.8909 -1.1199 0.91 0.23 -0.14
B -3.1470 0.3796 -0.6097 -0.49 -1.07 -0.64
O -4.3329 0.8517 -0.1479 0.70 1.17 0.30
C -5.2472 -0.1639 -0.3573 -0.05 -0.99 -0.38
C -6.5937 -0.2156 -0.0700 0.16 0.28 0.09
C -7.2420 -1.4029 -0.3850 -0.02 -0.17 -0.10
C -6.5710 -2.4824 -0.9601 -0.11 0.10 0.07
C -5.2164 -2.4195 -1.2556 0.31 0.08 -0.10
C -4.5822 -1.2360 -0.9479 -0.73 0.28 0.37
H -7.1160 0.6219 0.3705 0.01 0.00 0.01
H -8.3009 -1.4938 -0.1883 0.00 0.03 0.03
H -7.1204 -3.3856 -1.1850 0.00 0.00 -0.01
H -4.6810 -3.2381 -1.7170 -0.05 -0.02 0.01
```
Forces are in eV/Å.

As for the total charge: +2. The HOMO-LUMO gap comes out at 5.71 eV. The value obtained for the lowest unoccupied orbital energy is -0.2830 Eh. The calculation puts the largest force on an atom at 0.04373 hartree/bohr. Its spin multiplicity is 1. Its HOMO energy is -13.41 eV.

=====

What is the formula in the first record? C40H37AsCdFN3O3S2

=====

Which of these has the highest lowest unoccupied orbital energy? C40H37AsCdFN3O3S2

=====

The highest HOMO-LUMO gap belongs to which entry? C40H37AuBO4S3Sb

=====

The highest HOMO-LUMO gap belongs to which entry? C40H37AuBO4S3Sb